Entry A
Here is 2 unconnected molecules or ions with the total composition ClH2N2O from OMol25. Energies are from ωB97M-V/def2-TZVPD.

The geometry in ORCA input format:
```
! RIJCOSX wB97M-V def2-TZVPD def2/J DEFGRID3
* xyz -1 1
N 1.233 -0.378 -0.364
N -2.142 0.361 -0.022
O 1.410 -1.442 0.157
Cl 2.541 0.916 0.148
H -1.531 -0.233 -0.585
H -1.510 0.776 0.666
*
```

E_HOMO (alpha / beta): -3.57 / -1.93 eV
LUMO level (alpha / beta): 4.69 / 2.76 eV
Frontier orbital gap (alpha / beta): 8.27 / 4.69 eV

Mulliken population analysis, charges in e, atoms 1 to 4: atom 1 (N): -0.010, atom 2 (N): -0.561, atom 3 (O): -0.452, atom 4 (Cl): -0.515


Entry B
Here is 2 unconnected molecules or ions with the total composition ClH2N2O from OMol25. Energies are from ωB97M-V/def2-TZVPD.

The geometry in ORCA input format:
```
! RIJCOSX wB97M-V def2-TZVPD def2/J DEFGRID3
* xyz -1 1
N -0.137 -0.737 1.411
N -0.048 1.359 -0.773
O 1.019 -0.861 1.171
Cl -1.292 -2.184 0.672
H 0.966 1.435 -0.819
H -0.508 0.987 -1.662
*
```

E_HOMO (alpha / beta): -1.82 / -3.64 eV
LUMO level (alpha / beta): 3.18 / 4.71 eV
Frontier orbital gap (alpha / beta): 5.01 / 8.35 eV

Mulliken population analysis, charges in e, atoms 1 to 4: atom 1 (N): 0.031, atom 2 (N): -0.459, atom 3 (O): -0.383, atom 4 (Cl): -0.558


Most stable one: entry A, least stable one: entry B.


Entry A
Here is a single C8H8O2SSi molecule from OMol25. Energies are from ωB97M-V/def2-TZVPD.

The geometry in ORCA input format:
```
! RIJCOSX wB97M-V def2-TZVPD def2/J DEFGRID3
* xyz 0 1
C -2.929 -0.885 -0.418
C -2.838 0.120 -1.360
C -1.779 -1.275 0.221
C -1.635 0.883 -1.494
C -0.623 -0.559 0.211
C -0.627 0.546 -0.627
C 0.674 -0.884 0.850
C 1.737 -0.135 0.680
O 1.571 1.473 -1.788
O 0.938 2.637 0.273
Si 3.423 0.100 1.330
S 0.956 1.443 -0.506
H -3.733 -1.545 -0.245
H -3.775 0.232 -1.911
H -1.952 -2.140 0.768
H -1.412 1.647 -2.127
H 0.596 -1.873 1.458
H 4.213 1.401 1.164
H 4.079 -1.039 0.685
H 3.116 -0.147 2.835
*
```

E_HOMO: -9.39 eV
LUMO level: -0.17 eV
SMILES: O=S1(=O)C([SiH3])=Cc2ccccc21
Frontier orbital gap: 9.22 eV

Mulliken population analysis, charges in e, atoms 1 to 4: atom 1 (C): -0.667, atom 2 (C): -0.362, atom 3 (C): -0.500, atom 4 (C): -0.777


Entry B
Here is a molecular structure, C8H8O2SSi from OMol25. Energies are from ωB97M-V/def2-TZVPD.

The geometry in ORCA input format:
```
! RIJCOSX wB97M-V def2-TZVPD def2/J DEFGRID3
* xyz 0 1
C 1.401 0.136 -1.077
C 3.021 -1.060 0.336
C 2.634 0.112 -0.227
C 0.762 -1.186 -0.878
C 1.270 1.555 -0.243
C -3.271 0.227 -1.006
C -1.945 0.102 -1.091
C -1.103 -0.319 1.867
O 0.437 2.389 -0.009
O 2.493 1.459 0.314
Si -0.821 -0.867 0.020
S 1.940 -2.394 0.041
H 1.471 0.465 -2.134
H 3.917 -1.273 0.977
H -3.774 0.930 -1.601
H -3.723 -0.106 -0.052
H -1.435 0.412 -2.048
H -1.778 0.569 2.014
H -1.486 -0.970 2.540
H -0.011 -0.180 2.257
*
```

E_HOMO (alpha / beta): -7.13 / -7.13 eV
LUMO level (alpha / beta): -1.49 / -1.49 eV
Frontier orbital gap (alpha / beta): 5.63 / 5.64 eV

Mulliken population analysis, charges in e, atoms 1 to 4: atom 1 (C): 0.273, atom 2 (C): -0.358, atom 3 (C): -0.130, atom 4 (C): -0.363


Most stable one: entry A, least stable one: entry B.


Entry A
Here is 2 unconnected molecules or ions with the total composition C2H4N2P2 from OMol25. Energies are from ωB97M-V/def2-TZVPD.

The geometry in ORCA input format:
```
! RIJCOSX wB97M-V def2-TZVPD def2/J DEFGRID3
* xyz 0 1
C -1.534 1.009 0.167
C -0.876 -1.227 0.192
N -0.251 0.919 -0.001
N 0.074 -0.345 -0.052
P -2.435 -0.494 0.274
P 2.531 -0.508 0.079
H -1.955 1.921 -0.143
H -0.517 -2.293 -0.078
H 2.387 0.895 0.712
H 2.576 0.124 -1.150
*
```

E_HOMO: -8.53 eV
LUMO level: -1.91 eV
Frontier orbital gap: 6.62 eV

Mulliken population analysis, charges in e, atoms 1 to 4: atom 1 (C): -0.256, atom 2 (C): -0.258, atom 3 (N): -0.491, atom 4 (N): 0.062


Entry B
Here is a single C2H4N2P2 molecule from OMol25. Energies are from ωB97M-V/def2-TZVPD.

The geometry in ORCA input format:
```
! RIJCOSX wB97M-V def2-TZVPD def2/J DEFGRID3
* xyz 0 1
C -1.310 0.019 1.175
C 0.685 -1.061 -0.250
N -1.683 -1.141 1.586
N 0.047 -2.244 0.115
P -0.850 -2.641 1.313
P 0.471 0.392 1.174
H -2.188 0.693 1.191
H 1.891 -1.034 -0.275
H 0.452 -0.764 -1.320
H 0.345 1.419 0.263
*
```

E_HOMO: -8.63 eV
LUMO level: -0.58 eV
SMILES: C1=NP=NCP1
Frontier orbital gap: 8.04 eV

Mulliken population analysis, charges in e, atoms 1 to 4: atom 1 (C): -0.052, atom 2 (C): -0.454, atom 3 (N): -0.382, atom 4 (N): -0.211


Most stable one: entry B, least stable one: entry A.